{"formula": "C48H127N9O15", "method": "ωB97M-V with the def2-TZVPD basis set", "elements": ["C", "O", "C", "C", "C", "N", "H", "H", "H", "H", "H", "H", "H", "H", "H", "H", "H", "C", "O", "C", "C", "C", "N", "H", "H", "H", "H", "H", "H", "H", "H", "H", "H", "H", "C", "O", "C", "C", "C", "N", "H", "H", "H", "H", "H", "H", "H", "H", "H", "H", "H", "C", "O", "C", "C", "C", "N", "H", "H", "H", "H", "H", "H", "H", "H", "H", "H", "H", "C", "O", "C", "C", "C", "N", "H", "H", "H", "H", "H", "H", "H", "H", "H", "H", "H", "C", "O", "C", "C", "N", "C", "C", "O", "C", "H", "H", "H", "H", "H", "H", "H", "H", "H", "H", "H", "H", "H", "H", "H", "C", "O", "C", "C", "N", "C", "C", "O", "C", "H", "H", "H", "H", "H", "H", "H", "H", "H", "H", "H", "H", "H", "H", "H", "C", "O", "C", "C", "N", "C", "C", "O", "C", "H", "H", "H", "H", "H", "H", "H", "H", "H", "H", "H", "H", "H", "H", "H", "C", "O", "C", "C", "N", "C", "C", "O", "C", "H", "H", "H", "H", "H", "H", "H", "H", "H", "H", "H", "H", "H", "H", "H", "C", "C", "O", "H", "H", "H", "H", "H", "H", "C", "C", "O", "H", "H", "H", "H", "H", "H"], "positions_angstrom": [[-4.5817, 1.3566, 4.7778], [-4.1239, 0.0247, 4.7677], [-2.9084, -0.2679, 4.0713], [-2.7867, -1.7619, 3.8240], [-2.7919, -2.6626, 5.0351], [-1.4969, -1.9933, 3.1636], [-5.5432, 1.3292, 5.2906], [-4.8206, 1.5943, 3.7412], [-3.9072, 2.0197, 5.3194], [-2.9668, 0.1941, 3.0857], [-1.9804, 0.0172, 4.5669], [-3.6243, -2.0093, 3.1719], [-2.7119, -3.6807, 4.6540], [-3.7217, -2.7037, 5.6024], [-1.8633, -2.6776, 5.6056], [-1.4036, -1.2003, 2.5450], [-0.6983, -1.9159, 3.7770], [-4.2963, 3.8113, 1.1436], [-4.1586, 4.4585, 2.4567], [-4.6673, 5.7528, 2.7710], [-5.8904, 5.6094, 3.6686], [-6.6365, 6.9263, 3.9762], [-5.6294, 5.1334, 5.0332], [-4.2167, 2.7354, 1.2995], [-3.5262, 4.0681, 0.4162], [-5.3002, 3.8963, 0.7277], [-4.0102, 6.4907, 3.2313], [-4.9363, 6.0426, 1.7553], [-6.5000, 4.9075, 3.0995], [-7.6138, 6.9263, 4.4590], [-6.8524, 7.4176, 3.0274], [-6.0360, 7.6641, 4.5082], [-4.9567, 4.3820, 4.9794], [-5.1567, 5.7976, 5.6294], [-2.9870, -6.1561, -3.1363], [-3.5925, -6.8641, -2.0299], [-3.9844, -6.0044, -0.8997], [-5.2091, -5.0660, -1.1377], [-5.7100, -4.4541, 0.1498], [-6.3065, -5.8489, -1.7463], [-2.2899, -5.3475, -2.9166], [-3.8467, -5.6722, -3.5998], [-2.5536, -6.8795, -3.8270], [-4.1794, -6.7949, -0.1750], [-3.0874, -5.4377, -0.6502], [-5.1254, -4.2657, -1.8730], [-5.7630, -5.1149, 1.0151], [-6.7553, -4.1465, 0.1760], [-5.1545, -3.6579, 0.6453], [-6.1559, -6.0956, -2.7141], [-6.2591, -6.7311, -1.2569], [-0.9587, -3.9482, -5.2772], [0.2568, -4.3715, -4.6702], [1.1835, -5.0279, -5.5455], [0.7529, -6.4460, -5.9664], [0.6260, -7.4246, -4.6824], [1.7207, -7.0462, -6.9401], [-1.6407, -4.5666, -5.8608], [-0.8799, -3.2062, -6.0718], [-1.5203, -3.5707, -4.4226], [1.2996, -4.3072, -6.3550], [2.2083, -4.9843, -5.1768], [-0.2022, -6.3743, -6.4869], [1.5406, -7.8861, -4.3101], [-0.0151, -8.1914, -5.1172], [0.1888, -7.0164, -3.7712], [2.4250, -7.5115, -6.3856], [1.3654, -7.7019, -7.6212], [-1.3611, 1.3615, 0.8999], [-1.3073, -0.0562, 0.7875], [-1.0089, -0.5943, -0.4881], [-0.7946, -2.1470, -0.2896], [-0.3154, -2.8554, -1.6466], [-2.0432, -2.7098, 0.2354], [-2.0510, 1.4662, 1.7373], [-1.7934, 1.8772, 0.0424], [-0.3497, 1.6849, 1.1461], [-1.8744, -0.4625, -1.1374], [-0.1306, -0.1030, -0.9068], [0.0274, -2.2183, 0.4227], [0.2819, -2.1479, -2.2217], [-1.2087, -3.1634, -2.1900], [0.3296, -3.7322, -1.5890], [-2.0560, -3.7188, 0.1924], [-2.1603, -2.3489, 1.1714], [2.6909, -1.4655, 0.7988], [2.8022, -0.8813, 2.0748], [1.5626, -0.3081, 2.5184], [1.3444, -0.1783, 4.0495], [1.4176, -1.4802, 4.6841], [1.2323, -1.3647, 6.1453], [1.6661, -2.6392, 6.9440], [3.0409, -2.7247, 6.7051], [3.5033, -4.0122, 7.0836], [3.5744, -1.1739, 0.2310], [1.7422, -1.1457, 0.3677], [2.6660, -2.5472, 0.9309], [0.7547, -0.8365, 2.0122], [1.3240, 0.6528, 2.0625], [0.5022, 0.4455, 4.3489], [2.2053, 0.4113, 4.3645], [2.2636, -2.0076, 4.5217], [0.2044, -1.1387, 6.4289], [1.8999, -0.5670, 6.4710], [1.0965, -3.5287, 6.6751], [1.5671, -2.4927, 8.0195], [4.4374, -4.3570, 6.6402], [2.8219, -4.8610, 7.0261], [3.8879, -3.9214, 8.0995], [4.6520, 2.0748, -7.0103], [5.1498, 1.2549, -5.9496], [5.9827, 2.0938, -5.1007], [5.1410, 2.9773, -4.1982], [4.3831, 2.1726, -3.3069], [2.9813, 2.2916, -3.5229], [2.1035, 1.4577, -2.5097], [2.2929, 0.0603, -2.2286], [2.6070, -0.7506, -3.3685], [4.2248, 1.2607, -7.5959], [5.4422, 2.4258, -7.6740], [3.9624, 2.8551, -6.6883], [6.7002, 2.7419, -5.6039], [6.6046, 1.5066, -4.4251], [4.7140, 3.8209, -4.7406], [5.8365, 3.5734, -3.6074], [4.5500, 1.1773, -3.3460], [2.7650, 2.0056, -4.5522], [2.7469, 3.3535, -3.5970], [1.1289, 1.4431, -2.9977], [2.0194, 1.9304, -1.5311], [1.6543, -0.8804, -3.8818], [2.9630, -1.7342, -3.0621], [3.3038, -0.2685, -4.0542], [-0.6434, 5.1449, 1.0513], [-0.6567, 4.4547, -0.1949], [0.1764, 4.9876, -1.1820], [-0.4288, 6.1168, -2.0593], [-1.5331, 5.5192, -2.8233], [-1.9922, 6.3542, -3.8560], [-3.3512, 5.8867, -4.5379], [-4.5228, 6.2802, -3.7428], [-5.8037, 6.1287, -4.2871], [0.2110, 4.8864, 1.6767], [-1.5383, 4.8067, 1.5737], [-0.7350, 6.2087, 0.8320], [0.4550, 4.2084, -1.8914], [1.1708, 5.1753, -0.7769], [0.3311, 6.4975, -2.7418], [-0.6819, 6.9962, -1.4672], [-2.2850, 5.2118, -2.2232], [-1.2677, 6.2889, -4.6677], [-2.1488, 7.4005, -3.5936], [-3.3783, 4.8081, -4.6928], [-3.4249, 6.4577, -5.4635], [-5.8892, 6.3225, -5.3563], [-6.5156, 6.7772, -3.7766], [-6.0734, 5.0836, -4.1351], [11.4015, 1.8672, 2.9198], [10.0382, 1.8871, 2.6588], [9.2472, 2.3609, 3.7158], [7.7708, 2.7334, 3.3302], [7.1900, 1.4395, 2.8601], [5.9643, 1.6891, 2.0027], [4.8746, 2.5565, 2.6152], [3.7375, 2.7615, 1.7172], [2.5802, 3.2434, 2.2902], [11.6514, 1.1337, 3.6863], [11.8367, 2.7804, 3.3258], [11.9226, 1.5920, 2.0029], [9.8514, 3.0065, 4.3531], [9.2143, 1.5098, 4.3961], [7.7880, 3.3689, 2.4448], [7.2354, 3.1346, 4.1907], [7.7630, 0.7114, 2.4580], [5.5121, 0.7229, 1.7787], [6.4122, 2.1040, 1.0997], [5.2616, 3.5518, 2.8336], [4.6374, 2.0008, 3.5223], [2.5564, 3.0749, 3.3669], [1.8166, 2.7331, 1.7033], [2.4678, 4.3186, 2.1510], [1.3217, -4.7087, 2.2957], [0.1740, -5.5178, 2.9273], [-0.9713, -5.0118, 2.3381], [1.3870, -4.8865, 1.2223], [2.2950, -4.9758, 2.7071], [1.1287, -3.6419, 2.4092], [-0.0447, -5.4142, 3.9901], [0.2215, -6.5978, 2.7879], [-1.0255, -4.0544, 2.3833], [-4.1617, -1.4825, -3.5975], [-3.9557, -0.4667, -4.7053], [-3.1459, -1.1357, -5.6779], [-3.2225, -1.7110, -3.0937], [-4.7244, -2.3432, -3.9590], [-4.7463, -1.0282, -2.7975], [-3.5624, 0.5248, -4.4807], [-4.9229, -0.3519, -5.1947], [-3.6290, -1.8996, -6.0017]], "forces_ev_per_angstrom": [[-0.44, -0.95, -0.30], [0.91, -0.92, 0.49], [-1.14, -0.08, 0.24], [0.53, -0.01, 0.79], [-0.39, -1.46, -0.28], [-0.60, 0.25, -0.90], [0.08, 0.08, 0.19], [0.37, 0.90, -0.09], [0.12, 0.29, -0.37], [0.21, 0.30, -0.16], [-0.07, 0.63, 0.47], [0.09, -0.40, -0.21], [-0.23, -0.25, -0.46], [0.29, 0.61, 0.34], [-0.16, 0.97, 0.52], [0.49, 0.06, -0.66], [0.14, -0.14, 0.65], [-0.47, 0.33, 1.26], [1.33, -1.51, 0.36], [-1.18, -0.36, -1.77], [-0.71, 1.17, 1.51], [-0.07, 0.90, -2.06], [0.69, -1.57, -0.45], [0.29, 0.05, 0.46], [0.02, 0.52, 0.12], [-0.08, 0.65, -0.08], [0.91, -0.49, -0.19], [-0.54, 1.35, 0.22], [-0.52, -0.17, 0.56], [0.22, -0.92, 0.27], [-0.02, 0.22, -0.28], [0.36, -0.28, 0.21], [0.00, -0.59, 0.05], [-0.18, 0.64, -0.25], [-1.80, -0.15, 0.37], [0.59, 1.13, 0.20], [0.73, -0.17, -1.72], [-0.70, -0.76, -0.80], [-0.51, 0.10, 2.08], [-0.22, -0.34, 0.87], [0.34, -0.27, 0.62], [0.14, 0.25, -0.75], [0.02, 0.01, 0.22], [-0.33, 0.57, 0.49], [-0.03, 0.10, 0.46], [1.12, 0.19, 0.15], [0.36, -1.06, -0.22], [0.00, 0.30, -0.99], [0.50, 0.38, -0.87], [0.42, 0.20, -0.11], [-0.56, -0.45, -0.02], [-0.35, 0.81, 0.26], [-0.08, -1.12, -0.38], [-0.24, 0.92, -0.88], [1.05, -0.88, 0.97], [-0.67, 0.72, -1.44], [0.01, 1.00, 0.95], [0.33, -1.74, 0.59], [0.95, 0.94, 0.42], [-0.16, 0.33, -0.38], [-0.26, -0.47, -0.99], [-0.19, -0.44, 0.99], [-0.14, -0.07, 0.28], [0.41, 0.15, -0.65], [-0.02, -0.43, 0.65], [-0.44, 0.39, -0.37], [0.21, -0.13, -0.27], [-0.43, 0.09, 0.28], [-0.24, -1.08, 0.48], [-0.22, -0.27, -0.17], [-0.08, -1.36, 0.16], [0.42, 0.23, -1.26], [-0.65, 1.00, 1.07], [0.33, 0.64, -1.04], [0.27, 0.73, 0.15], [0.26, -0.09, -0.23], [-0.13, 0.64, -0.13], [-0.08, 0.13, -0.30], [0.24, -0.08, -0.15], [0.08, -0.22, 0.24], [-0.27, 0.16, -0.20], [0.02, 0.20, -0.24], [-0.16, -0.10, 0.73], [0.17, 0.00, 0.42], [-0.18, -0.61, 0.08], [-0.05, -0.10, 0.36], [-0.54, 1.04, 1.78], [-1.39, -0.04, -0.47], [2.59, -0.69, -1.37], [-1.88, -0.62, 1.29], [0.51, -0.98, 0.26], [-0.28, 2.00, -0.58], [0.57, -1.98, -1.10], [1.62, -0.03, 1.27], [-0.30, 0.03, -0.30], [0.43, 0.03, -0.68], [0.02, -0.21, -0.25], [-0.22, -0.83, 0.64], [0.96, 0.70, 0.04], [-0.50, -0.55, -0.35], [0.38, 0.44, 0.34], [0.25, 0.43, -0.38], [-0.14, 0.23, -0.28], [-0.09, 0.30, 0.55], [0.10, -0.13, -0.37], [-0.61, 0.23, 0.20], [-0.14, 0.59, -1.13], [-0.50, 0.41, -0.18], [-0.58, -0.20, 0.67], [0.08, -2.24, -0.55], [1.62, 1.99, 0.89], [-0.33, 0.09, 0.47], [2.30, 0.14, -0.03], [-1.13, 0.05, 1.19], [-0.57, -0.91, 0.13], [-1.04, 0.27, -1.00], [2.05, 0.26, -0.13], [-1.13, 0.63, 0.18], [-1.01, 0.66, -0.39], [0.30, 0.56, 0.38], [-0.01, -0.11, -0.12], [-0.08, -0.17, -0.87], [-0.23, -0.68, -0.24], [-1.32, -0.57, -0.20], [0.63, -0.08, 0.25], [0.89, 0.12, -0.29], [-0.47, -0.67, -0.35], [-0.60, 0.10, 1.00], [-0.53, 0.64, 0.09], [0.22, 0.06, -0.09], [0.00, -0.28, -0.54], [0.09, 0.23, 0.25], [0.17, -0.09, 0.02], [-0.72, -0.23, -0.67], [-0.38, -0.37, 0.11], [1.07, 0.15, -0.97], [0.03, -1.17, 0.72], [0.62, -0.26, 1.19], [-2.23, -0.24, -1.94], [-0.40, 1.12, 1.17], [1.80, 0.62, 0.33], [0.16, -0.98, -0.20], [0.31, 0.20, -0.21], [-0.03, 0.15, 0.11], [0.22, 0.20, 0.49], [-0.64, -0.46, -0.05], [0.06, 0.91, 0.41], [0.13, -0.34, -0.24], [-0.50, 0.15, 0.25], [0.03, 0.12, 0.26], [0.14, 0.34, -0.19], [0.07, 0.33, 0.17], [0.14, -0.08, -0.18], [0.06, -0.32, -0.35], [0.32, 0.23, -0.22], [0.24, -0.01, 0.18], [-0.57, -0.15, -0.08], [0.67, -0.56, 0.31], [-0.59, 0.86, -1.39], [-0.18, -0.82, 1.46], [2.47, -2.66, -1.30], [-2.95, 1.19, 1.23], [1.56, -0.67, -0.47], [-0.03, 0.41, -0.53], [2.74, -1.31, 0.22], [-0.25, 0.21, -0.06], [-0.05, -0.49, 0.12], [-0.33, 0.61, -0.27], [-0.08, 0.07, 0.04], [-0.36, 1.24, -0.40], [-0.77, -0.39, 0.38], [-0.01, 0.83, 0.27], [0.03, 0.02, -0.19], [0.41, 0.69, -0.01], [0.05, -0.03, -0.15], [-0.75, 0.34, -0.56], [0.07, 0.05, 0.40], [-0.71, 0.34, 0.30], [-0.41, -0.40, 0.08], [-0.65, 0.18, 0.60], [0.06, 0.33, -0.10], [0.41, -0.79, 0.69], [0.18, 1.05, -0.01], [-2.15, -0.87, -1.45], [-0.28, -0.26, -0.04], [0.14, 0.22, 0.16], [0.10, 0.03, 0.33], [1.19, 0.28, 0.58], [0.11, 0.03, -0.56], [0.16, 0.49, 0.39], [-0.05, 1.49, 1.28], [-0.90, -1.91, -0.99], [0.97, 0.74, -0.46], [0.09, -0.50, -0.34], [0.34, -0.12, -0.01], [-0.37, -0.04, 0.10], [0.34, -0.39, 0.22], [-0.30, 0.65, 0.17], [-0.09, 0.03, 0.08]], "homo_ev": -8.3575, "gap_ev": 8.8, "relative_energy_kj_mol": 664.39, "smiles": "COC[C@H](C)N.COC[C@H](C)N.COC[C@H](C)N.COC[C@H](C)N.COC[C@H](C)N.COCCNCCOC.COCCNCCOC.COCCNCCOC.COCCNCCOC.CCO.CCO", "spin_multiplicity": 1, "charge": 0, "lumo_ev": 0.47}